Entry from the OMol25 dataset: a 2-piece molecular cluster, C16H32B3Br3O8 overall in a non-equilibrium geometry (ωB97M-V with the def2-TZVPD basis set).

```
! wB97M-V def2-TZVPD RIJCOSX def2/J DEFGRID3
* xyz 0 1
C 9.1741 1.4839 -1.2829
C 7.6784 2.0638 -1.3419
O 7.5477 3.2889 -1.4373
O 6.6322 1.1276 -1.2356
C 5.6277 1.3124 -2.2726
C 4.1961 1.2609 -1.5711
B 2.9455 1.2659 -2.6090
O 2.5658 2.4527 -3.3672
B 1.1571 2.5984 -3.0691
C 0.4734 3.8778 -2.3652
C 1.4547 5.1444 -2.3023
C 2.1325 5.1584 -0.8458
Br 0.3817 6.7964 -2.5376
O 0.3344 1.4390 -3.4110
B 0.8209 0.4327 -2.4748
C -0.1207 -0.0936 -1.2710
Br -0.5215 -2.0301 -1.3883
C -1.4421 0.8254 -1.0765
C -2.7393 0.2255 -1.7766
Br -1.7222 1.0936 0.8985
O 2.1925 0.0163 -2.7012
H 9.3628 1.1506 -0.2091
H 9.9190 2.2700 -1.6015
H 9.1663 0.5700 -1.9731
H 5.7758 0.4775 -3.0281
H 5.7119 2.2962 -2.8287
H 4.1334 2.1862 -0.8932
H 4.1784 0.3157 -0.9303
H 0.2632 3.5768 -1.2756
H -0.5463 4.0942 -2.8243
H 2.2363 4.9820 -3.1224
H 2.9915 4.3998 -0.7878
H 1.3868 4.9052 -0.0182
H 2.5784 6.1705 -0.5957
H 0.4742 0.0568 -0.3004
H -1.2948 1.8743 -1.4942
H -3.0747 -0.6806 -1.1638
H -3.5797 0.9976 -1.8581
H -2.4224 -0.1348 -2.8176
C -1.1490 -4.5116 3.1538
O -2.3377 -3.7567 3.2758
C -2.3260 -2.6037 2.4404
C -3.7359 -2.0522 2.2756
O -4.4908 -2.7535 1.2869
C -4.9812 -4.0350 1.6788
C -6.1766 -3.9494 2.6183
O -5.7401 -3.7235 3.9543
C -6.7922 -3.2791 4.7877
H -0.2774 -3.9061 3.4229
H -1.2126 -5.3605 3.8356
H -1.0424 -4.8934 2.1337
H -1.9117 -2.8523 1.4570
H -1.6914 -1.8494 2.9218
H -3.6544 -1.0278 1.9036
H -4.2715 -2.0076 3.2258
H -4.1837 -4.6560 2.0902
H -5.3151 -4.5114 0.7525
H -6.7249 -4.8989 2.6014
H -6.8408 -3.1389 2.2958
H -7.1725 -2.3129 4.4401
H -6.3987 -3.1535 5.7962
H -7.6022 -4.0155 4.8126
*
```

Summary:
HOMO-LUMO gap = 8.8 eV
Lowest unoccupied orbital energy = -0.37 eV
Electronic energy = -245651.061 eV
Strongest force on any atom = 3.71 eV/Å
SMILES = CC(=O)OCCB1OB(C[C@H](C)Br)OB([C@H](Br)[C@@H](C)Br)O1.COCCOCCOC

Here are the natural (NBO) charges for atoms 1 to 2, given in e:
1 C -0.72
2 C 0.81